Record 1
Entry from the OMol25 dataset: a molecular structure, C25H29IrN8O2SeSi2 at a distorted geometry (the ωB97M-V functional and the def2-TZVPD basis).

Expectation value of S² = 6.0608
LUMO (spin up / spin down) = -0.891 / -2.651 eV
Multiplicity = 5

Geometry as XYZ:
```
68
C25H29IrN8O2SeSi2 the ωB97M-V functional and the def2-TZVPD basis
C 7.564 9.862 12.754
H 5.485 4.514 7.859
C 8.230 12.473 12.354
H 12.606 11.520 12.499
Se 9.043 11.341 5.374
C 6.843 10.821 13.426
Si 9.969 7.433 12.025
N 8.134 6.580 8.280
C 7.751 10.462 7.594
H 11.028 6.524 9.845
H 4.469 11.385 9.301
C 8.570 6.472 12.808
Ir 8.557 8.238 9.496
H 7.843 6.149 12.017
H 11.075 6.588 14.054
N 8.933 11.556 11.684
H 10.078 5.308 10.720
H 4.941 12.339 7.019
C 6.952 5.960 8.530
H 6.750 3.983 5.769
H 12.645 8.646 9.645
C 11.119 11.373 9.784
H 5.961 10.421 13.949
C 6.198 10.158 9.278
C 11.928 10.731 12.836
C 8.658 10.214 11.936
H 6.849 12.863 14.055
C 10.052 9.499 7.398
C 6.886 11.390 6.924
N 13.301 8.581 7.425
H 8.036 7.061 13.562
C 5.645 11.680 7.520
C 10.779 6.161 10.866
H 12.196 7.719 13.310
H 12.471 10.055 13.495
C 12.272 9.018 7.059
C 6.238 6.485 9.757
H 9.010 5.031 5.486
H 10.777 8.300 14.224
C 8.927 6.262 7.186
H 11.162 12.418 10.148
H 11.815 11.203 8.947
H 8.492 13.522 12.143
C 7.262 12.140 13.366
C 5.359 11.104 8.731
H 11.708 5.799 11.345
C 8.448 5.261 6.367
C 12.750 9.010 10.700
H 8.995 5.563 13.261
Si 11.306 10.053 11.131
N 7.411 9.833 8.727
H 13.534 9.772 10.719
N 8.928 10.267 6.915
C 7.169 4.720 6.508
N 7.257 11.724 5.712
O 6.894 7.482 10.354
H 12.935 8.088 11.346
C 9.529 9.214 11.241
H 11.110 11.200 13.455
O 5.117 6.004 10.095
C 11.127 7.537 13.506
N 11.163 9.548 6.579
H 7.247 8.807 12.769
H 5.838 9.634 10.164
C 6.435 5.017 7.634
H 10.083 11.235 9.399
N 9.927 8.763 8.450
H 9.935 6.652 7.103
```


Record 2
Entry from the OMol25 dataset: a molecular structure, C25H29IrN8O2SeSi2 at a distorted geometry (the ωB97M-V functional and the def2-TZVPD basis).

Expectation value of S² = 6.0775
LUMO (spin up / spin down) = -1.353 / -2.831 eV
Multiplicity = 5

Geometry as XYZ:
```
68
C25H29IrN8O2SeSi2 the ωB97M-V functional and the def2-TZVPD basis
C -2.434 -4.032 15.795
C 1.789 -8.055 14.237
C -1.256 -10.585 14.456
H 4.757 -8.567 15.839
C 1.341 -8.739 16.498
N -2.148 -5.390 15.851
H 1.307 -7.027 19.402
H -2.980 -9.996 16.969
N 0.381 -3.547 18.833
C -4.706 -4.425 15.127
N 1.167 -3.120 21.146
H 2.394 -8.414 19.448
H 1.085 -12.352 16.093
C 1.782 -3.764 13.024
H 1.305 -8.041 20.836
C 0.802 -3.444 20.063
H 3.171 -8.949 17.746
H 3.860 -3.139 12.886
Si 0.026 -9.097 18.978
Se 4.426 -5.218 16.852
H -2.874 -11.763 17.042
C -2.366 -10.836 17.356
H 0.957 -11.363 19.930
C 0.028 -10.806 19.905
C 3.377 -4.285 14.664
C 0.359 -9.481 17.159
H -1.648 -11.596 14.263
C -4.481 -5.780 15.221
N 0.105 -5.590 17.477
H -0.272 -4.359 13.502
C -3.225 -6.203 15.638
O -1.759 -7.899 16.127
H 1.391 -7.774 13.247
C 3.143 -8.313 14.389
C 0.069 -12.392 16.376
H -4.003 -2.491 15.554
C 0.248 -4.617 18.166
H -0.296 -10.413 13.928
H -2.017 -9.861 14.232
O -3.958 -8.420 15.781
C 3.092 -3.618 13.464
C 2.278 -5.037 15.416
Si -0.786 -10.689 16.344
H -1.622 -3.348 16.097
Ir -0.373 -6.481 15.565
H -1.690 -7.792 20.493
H -0.288 -10.660 20.918
H -2.274 -10.755 18.421
N 1.000 -5.120 14.903
C 1.389 -8.061 19.737
H -2.321 -8.703 19.145
N 0.954 -7.979 15.300
H -5.659 -4.021 14.785
H -0.409 -13.115 15.696
N 2.571 -5.303 16.702
N 4.535 -4.307 15.288
H 1.476 -3.387 12.042
H -5.139 -6.537 14.822
H -0.678 -11.512 19.402
C 3.667 -8.544 15.679
H 3.826 -8.316 13.502
C 2.776 -8.726 16.724
C 0.752 -4.425 13.750
H 0.073 -12.791 17.402
C -3.706 -3.537 15.482
C -3.015 -7.600 15.824
C -1.499 -8.042 19.421
H -1.535 -7.126 18.885
```


These records have energy relative to the best compared isomer or geometry (same formula, charge and spin) values of 0.000; 1.702 eV, in the order they appear.